{
  "formula": "C29H62N6O5",
  "method": "ωB97M-V with the def2-TZVPD basis set",
  "elements": ["C", "C", "C", "C", "N", "H", "H", "H", "H", "H", "H", "H", "C", "C", "C", "C", "N", "H", "H", "H", "H", "H", "H", "H", "C", "C", "C", "C", "N", "H", "H", "H", "H", "H", "H", "H", "C", "C", "C", "C", "N", "H", "H", "H", "H", "H", "H", "H", "C", "C", "C", "C", "N", "H", "H", "H", "H", "H", "H", "H", "C", "C", "C", "C", "N", "H", "H", "H", "H", "H", "H", "H", "C", "O", "H", "H", "H", "H", "C", "O", "H", "H", "H", "H", "C", "O", "H", "H", "H", "H", "C", "O", "H", "H", "H", "H", "C", "O", "H", "H", "H", "H"],
  "xyz": [[14.58393, 12.98781, 16.93053], [13.55344, 12.13460, 16.13453], [12.13133, 12.64989, 15.98359], [12.11746, 13.97380, 15.33753], [12.04388, 15.00728, 14.85706], [15.56147, 12.46582, 16.96337], [14.28176, 13.09260, 17.95252], [14.70703, 13.98418, 16.43937], [13.56137, 11.17517, 16.62896], [13.93305, 11.93421, 15.14734], [11.70526, 12.88984, 16.93931], [11.47232, 12.07862, 15.30336], [14.37709, 7.36104, 18.65986], [13.94309, 6.67016, 17.35606], [12.44611, 6.73595, 16.98932], [11.94486, 8.12236, 17.23928], [11.46096, 9.18474, 17.36654], [14.28583, 6.67836, 19.49466], [13.69295, 8.25112, 18.78247], [15.36235, 7.63011, 18.50199], [14.26345, 5.61209, 17.36878], [14.44260, 7.09804, 16.51078], [11.84800, 6.02832, 17.58913], [12.19264, 6.59839, 15.91495], [14.16294, 8.06596, 11.36299], [12.89096, 7.51824, 10.79744], [12.41333, 8.21734, 9.56924], [13.36246, 8.25367, 8.39997], [14.20232, 8.37335, 7.60601], [14.55669, 7.28325, 12.05770], [14.19018, 8.98010, 11.94054], [14.96238, 8.08012, 10.60982], [12.00966, 7.58216, 11.43334], [13.02672, 6.42843, 10.66404], [12.24941, 9.28269, 9.76075], [11.52607, 7.73854, 9.21787], [8.99093, 11.00808, 19.34065], [7.59532, 11.58083, 18.92598], [6.87856, 10.62024, 17.94340], [7.81437, 10.28966, 16.84851], [8.67296, 10.17421, 16.05396], [8.89407, 10.07034, 19.82931], [9.46655, 11.75684, 19.98295], [9.59578, 10.76032, 18.50751], [7.65307, 12.62148, 18.54686], [6.94833, 11.74186, 19.74637], [6.09872, 11.10386, 17.34110], [6.62514, 9.70437, 18.49839], [9.11633, 12.74378, 13.68637], [8.05374, 13.77229, 13.93891], [6.74577, 13.52860, 13.08592], [6.21446, 12.14399, 13.33505], [5.90436, 11.07245, 13.68678], [9.50210, 12.65611, 12.62572], [8.76259, 11.72752, 13.98226], [10.09063, 12.85659, 14.12561], [8.45690, 14.71824, 13.59656], [7.74129, 13.87603, 15.06443], [6.90975, 13.63419, 12.01155], [5.94458, 14.23137, 13.33450], [17.95329, 8.67948, 11.88713], [18.57024, 9.14149, 13.22619], [18.17525, 8.02836, 14.30494], [16.79277, 8.11285, 14.75929], [15.70702, 8.25157, 15.09836], [16.87668, 8.47529, 11.92792], [18.38079, 7.76232, 11.52088], [18.15002, 9.35099, 11.11207], [18.16969, 10.14118, 13.53040], [19.66737, 9.12498, 13.13918], [18.83972, 8.06936, 15.17137], [18.38598, 7.03939, 13.87974], [6.79183, 7.68725, 12.82482], [7.67821, 8.55913, 13.55490], [5.73554, 8.05645, 12.84679], [7.11629, 7.69967, 11.78864], [6.82826, 6.68531, 13.20512], [7.12450, 9.18883, 14.00429], [10.05098, 6.30924, 13.39722], [10.03107, 7.12869, 14.47396], [9.33846, 5.39979, 13.41214], [9.75798, 6.80693, 12.48418], [11.03768, 5.86625, 13.27870], [9.39565, 7.83918, 14.23868], [14.83360, 13.52948, 11.50935], [13.54739, 13.48730, 10.94931], [15.12815, 12.56099, 11.92717], [15.52333, 13.90351, 10.73053], [14.95584, 14.25018, 12.34996], [13.01726, 14.18722, 11.39854], [9.78005, 10.77471, 10.82226], [10.23807, 9.58773, 11.50903], [8.71245, 10.89810, 11.22083], [10.37898, 11.63921, 10.98950], [9.82856, 10.56260, 9.73628], [10.43996, 9.81054, 12.43478], [12.33617, 9.32666, 13.97779], [11.18289, 10.18601, 13.97830], [13.16257, 9.91274, 13.59198], [12.64896, 9.05733, 15.03646], [12.18444, 8.45831, 13.40405], [10.54706, 9.97330, 14.68436]],
  "atomic_forces_ev_per_a": [[-0.125, 0.186, -1.494], [0.905, -0.335, 0.423], [0.237, 1.322, -0.766], [0.219, -0.561, 0.313], [0.020, 0.831, -0.511], [-0.523, 0.297, -0.262], [-0.326, 0.327, 0.608], [0.037, -0.649, 0.599], [-0.486, -0.478, 0.096], [0.312, 0.015, -0.517], [-0.620, -0.588, 0.643], [0.461, -0.480, 0.935], [-3.134, -0.083, -0.822], [-0.194, -1.031, -0.354], [-0.479, 0.848, 0.395], [-1.663, 1.723, 0.206], [1.445, -2.505, -0.177], [-0.051, 0.084, 0.333], [1.111, -0.714, 0.305], [2.034, 0.863, 0.172], [-0.257, 0.324, -0.005], [0.464, 0.387, -0.198], [0.053, 0.401, -0.260], [0.455, -0.326, 0.603], [1.753, -1.601, 0.996], [-0.372, -0.635, 0.247], [0.955, 0.698, -1.980], [1.162, 0.029, 0.068], [-1.282, -0.282, 0.892], [-0.257, 0.597, -0.101], [-0.482, 0.370, -0.274], [-0.347, 0.340, -0.147], [0.240, 0.184, 0.570], [-0.039, 0.475, -0.425], [-0.420, -0.235, 0.236], [-0.884, 0.025, -0.217], [-1.466, 1.637, 0.283], [0.980, 0.030, -0.981], [0.994, 0.365, -0.773], [2.805, -0.333, -1.686], [-2.464, 0.150, 1.858], [-0.306, -0.745, 0.943], [0.188, -0.423, -0.053], [0.705, 0.311, -1.009], [0.401, -0.693, -0.433], [-0.634, -0.343, 1.264], [-0.642, -0.275, 0.931], [-0.430, 0.317, -0.535], [0.459, -2.168, -1.187], [-1.078, 0.542, 0.791], [0.039, -0.925, 0.517], [-0.084, -1.309, 0.997], [0.547, 2.246, -0.892], [-1.261, 0.339, 0.738], [0.295, 0.625, -0.282], [-0.030, 0.635, 1.015], [-0.182, 0.492, 0.243], [0.727, -0.301, -2.066], [0.271, -0.068, 0.081], [0.193, -0.050, 0.140], [-0.309, -0.495, 1.031], [-1.147, -1.275, 0.269], [1.079, 0.600, -0.425], [0.394, 0.148, -0.307], [-0.234, 0.072, -0.028], [0.146, 0.382, 0.236], [0.453, -0.624, 0.225], [0.076, 1.416, -1.168], [0.566, -0.838, -0.185], [-0.415, 0.328, 0.174], [-0.185, 0.261, 0.118], [-0.330, 0.169, -0.087], [-0.382, 1.297, -0.239], [-0.205, -0.913, -0.405], [0.845, -0.243, 0.110], [0.013, -0.155, -0.186], [0.062, -0.551, 0.317], [-0.146, 0.630, 0.366], [-0.748, -2.839, -1.699], [-0.613, 1.639, 1.238], [0.690, 1.107, 0.533], [0.214, 0.403, -0.486], [0.262, 0.039, -0.143], [0.072, -0.308, 0.597], [1.076, 0.946, 0.378], [-1.250, 0.938, 0.839], [0.019, -0.031, -0.430], [0.070, -0.593, 0.332], [-0.444, -0.327, -0.412], [0.482, -0.950, -0.633], [-1.738, -2.051, 0.605], [0.377, 0.439, -0.836], [1.236, 0.455, -1.106], [0.558, 0.699, 0.419], [-0.383, 0.045, 0.577], [-0.043, 0.219, -0.008], [0.420, 1.205, 2.544], [-0.028, -0.075, 0.122], [0.020, 0.078, -0.287], [-0.537, 0.207, -1.309], [-0.265, -1.092, -0.688], [0.323, -0.245, -0.001]],
  "orbital_gap_ev": 10.1,
  "relative_energy_kj_mol": 66.8,
  "smiles": "CCCC#N.CCCC#N.CCCC#N.CCCC#N.CCCC#N.CCCC#N.CO.CO.CO.CO.CO",
  "total_energy_ha": -1846.72847,
  "e_lumo_ev": 0.562,
  "spin_multiplicity": 1,
  "homo_ev": -9.5
}

---

{
  "formula": "C10H19N2",
  "method": "ωB97M-V with the def2-TZVPD basis set",
  "elements": ["C", "C", "C", "C", "C", "C", "C", "C", "C", "C", "N", "N", "H", "H", "H", "H", "H", "H", "H", "H", "H", "H", "H", "H", "H", "H", "H", "H", "H", "H", "H"],
  "xyz": [[3.72321, -0.27498, -1.28784], [-2.00172, -1.49722, 0.52002], [3.85443, -0.61794, -0.13941], [-0.01720, -0.54155, -0.60098], [4.00372, -1.00430, 1.29885], [-1.48430, 1.41588, 0.19921], [0.26560, 1.61408, -1.77040], [0.91882, 1.15868, 0.71636], [-4.20180, -0.80981, 0.26315], [-0.14933, 0.90662, -0.40788], [-2.89459, -0.93878, -0.12759], [-0.72408, -1.48581, -0.10485], [3.51042, -0.25506, -2.34786], [-2.08373, -2.22480, 1.34875], [0.88426, -0.83147, -1.09063], [4.41093, -1.91101, 1.41031], [2.91413, -1.11012, 1.53437], [4.55822, -0.17332, 1.78774], [-1.49133, 2.44944, 0.52747], [-1.67656, 0.72962, 0.99404], [-2.40969, 1.38338, -0.53312], [-0.62923, 1.55892, -2.34597], [0.72428, 2.57053, -1.65456], [1.00429, 0.96835, -2.15519], [0.46284, 0.86470, 1.61711], [1.15862, 2.21062, 0.68419], [1.78053, 0.58726, 0.61504], [-4.54656, 0.34444, 0.14456], [-4.93090, -1.55361, -0.25240], [-4.45869, -1.02225, 1.25769], [-0.47458, -2.51047, -0.10018]],
  "atomic_forces_ev_per_a": [[-0.464, -0.749, -0.206], [-0.870, -0.468, -0.210], [0.695, -0.208, 0.010], [-0.263, 0.289, 0.434], [-2.750, 4.203, -1.962], [-1.492, -0.157, -2.391], [-0.751, -1.603, 2.158], [-1.202, 0.564, -1.151], [-4.424, 1.622, -0.825], [-0.345, 2.029, -0.244], [1.126, 0.046, -0.809], [0.389, -2.822, 0.750], [0.352, 0.386, 0.550], [0.049, 0.683, 0.018], [0.641, -0.439, -0.351], [1.900, -3.255, 0.395], [0.971, 0.340, 0.978], [-0.676, -0.827, 0.197], [0.703, 0.048, 0.233], [-0.506, 0.342, 0.858], [2.045, -0.230, 1.236], [-0.355, 0.508, -0.921], [-0.223, 0.784, 0.239], [0.983, -0.546, -1.084], [-0.493, -0.020, 1.439], [0.074, 0.238, 0.221], [1.725, -0.799, -0.478], [0.597, -2.816, -0.285], [1.340, 1.643, -0.035], [0.313, -0.375, 1.958], [0.911, 1.588, -0.722]],
  "orbital_gap_ev": 8.8,
  "relative_energy_kj_mol": 558.9,
  "charge": 1,
  "total_energy_ha": -501.52278,
  "e_lumo_ev": -4.299,
  "spin_multiplicity": 1,
  "homo_ev": -13.1
}

---

{
  "formula": "C19H21F2N3O",
  "method": "ωB97M-V with the def2-TZVPD basis set",
  "elements": ["O", "C", "C", "N", "C", "C", "N", "C", "C", "C", "C", "F", "C", "C", "C", "C", "N", "C", "C", "C", "C", "C", "F", "C", "C", "H", "H", "H", "H", "H", "H", "H", "H", "H", "H", "H", "H", "H", "H", "H", "H", "H", "H", "H", "H", "H"],
  "xyz": [[1.49910, 2.75452, 0.08752], [2.10290, 1.84347, 0.61867], [3.05089, 0.90185, -0.13523], [2.45492, -0.00196, -1.09340], [2.13247, 0.51911, -2.40784], [0.72652, 1.13628, -2.50649], [-0.26425, 0.15888, -2.09122], [-0.79772, -0.73241, -3.00365], [-1.08516, -2.06606, -2.68164], [-1.68622, -2.91470, -3.59135], [-2.00583, -2.44466, -4.84880], [-2.58379, -3.27880, -5.74796], [-1.74810, -1.13330, -5.20327], [-1.15689, -0.29076, -4.28666], [0.00226, -0.23859, -0.72555], [1.40213, -0.86700, -0.59559], [1.98064, 1.56814, 1.93641], [1.15875, 2.35983, 2.82714], [0.31323, 1.50054, 3.72729], [-0.30925, 0.35975, 3.23293], [-1.08658, -0.43608, 4.05354], [-1.23878, -0.07372, 5.37953], [-1.99285, -0.84543, 6.18794], [-0.63600, 1.05706, 5.89900], [0.14291, 1.83784, 5.06438], [3.76739, 1.52682, -0.67455], [3.60571, 0.29106, 0.58720], [2.88516, 1.25476, -2.69275], [2.18868, -0.32612, -3.10594], [0.54968, 1.46287, -3.52802], [0.65426, 2.00293, -1.84414], [-0.83477, -2.46789, -1.71329], [-1.89746, -3.94017, -3.33115], [-2.01818, -0.77971, -6.18589], [-0.99291, 0.73654, -4.56947], [-0.77022, -0.92186, -0.37215], [-0.05019, 0.67286, -0.12106], [1.61364, -1.12814, 0.44380], [1.43299, -1.78413, -1.19543], [2.52947, 0.83386, 2.35477], [1.78871, 3.02486, 3.43021], [0.52810, 2.98341, 2.18291], [-0.18712, 0.09326, 2.19414], [-1.57350, -1.32268, 3.67978], [-0.77613, 1.31121, 6.93750], [0.62071, 2.72255, 5.45820]],
  "atomic_forces_ev_per_a": [[-0.094, 0.249, -0.239], [0.357, -0.232, 0.029], [-0.011, -0.077, -0.104], [0.056, 0.147, 0.112], [-0.191, 0.179, -0.196], [0.370, 0.095, -0.154], [-0.036, 0.371, 0.370], [-0.294, -0.338, -0.269], [0.144, 0.229, 0.101], [-0.181, -0.029, -0.428], [0.034, -0.005, 0.122], [0.035, 0.066, 0.060], [-0.060, -0.327, -0.039], [0.120, 0.006, 0.108], [0.158, -0.188, 0.134], [-0.202, -0.103, -0.015], [0.014, -0.079, 0.437], [-0.088, 0.271, -0.125], [0.094, -0.034, 0.048], [0.007, 0.104, 0.116], [-0.106, -0.042, 0.194], [0.093, 0.114, -0.061], [0.043, 0.041, -0.045], [-0.187, -0.209, 0.053], [-0.016, -0.075, -0.192], [-0.017, -0.002, 0.125], [0.015, 0.105, 0.019], [0.050, -0.013, -0.041], [-0.008, 0.098, -0.072], [-0.026, 0.021, 0.012], [0.020, -0.070, -0.167], [0.057, 0.002, 0.089], [-0.030, -0.103, 0.002], [-0.042, 0.024, -0.101], [0.003, 0.090, 0.001], [-0.004, 0.030, 0.037], [-0.054, -0.106, 0.025], [0.007, -0.067, 0.028], [-0.071, -0.040, 0.111], [0.015, 0.010, -0.175], [-0.131, -0.019, -0.072], [0.151, -0.038, 0.131], [0.024, -0.043, -0.118], [-0.067, -0.099, -0.012], [-0.027, -0.003, 0.114], [0.077, 0.090, 0.048]],
  "orbital_gap_ev": 7.9,
  "relative_energy_kj_mol": 60.1,
  "smiles": "O=C(CN1CCN(c2ccc(F)cc2)CC1)NCc1ccc(F)cc1",
  "total_energy_ha": -1175.85716,
  "e_lumo_ev": 0.586,
  "spin_multiplicity": 1,
  "homo_ev": -7.3
}

---

{
  "formula": "CsH2O5P",
  "method": "ωB97M-V with the def2-TZVPD basis set",
  "elements": ["Cs", "P", "O", "O", "O", "O", "O", "H", "H"],
  "xyz": [[2.16395, 0.12813, -1.46864], [-1.21620, 0.67173, -0.60952], [-0.71768, 0.49282, -2.05973], [-1.33911, 2.13133, -0.29757], [-0.11961, 0.04878, 0.34349], [-2.60403, -0.13335, -0.52298], [1.58960, -1.31755, 1.42250], [0.90444, -0.93384, 0.87519], [1.33864, -1.08805, 2.31726]],
  "atomic_forces_ev_per_a": [[-0.980, 0.056, 0.355], [1.564, -1.135, 0.189], [-0.066, -0.484, -0.116], [-1.051, 0.626, 0.334], [-1.033, 0.272, -1.030], [1.183, 0.984, -0.067], [2.457, -1.487, 1.042], [-1.958, 1.048, -0.672], [-0.116, 0.120, -0.035]],
  "orbital_gap_ev": [5.7, 5.4],
  "relative_energy_kj_mol": 0.0,
  "charge": -1,
  "s_squared": 0.76,
  "total_energy_ha": -739.02420,
  "e_lumo_ev": [1.683, 1.685],
  "spin_multiplicity": 2,
  "homo_ev": [-4.0, -3.7]
}